DFT (wB97M-V/def2-TZVPD) results for C5H26NO9 as an isolated structure at a distorted geometry.

Summary:
Total charge   -1
LUMO   2.95 eV
Highest occupied orbital energy   -6.0 eV
HOMO-LUMO gap   8.94 eV
ΔE to the lowest compared entry with this formula, charge and spin   289.5 kJ/mol

CARTESIAN COORDINATES (ANGSTROEM)
C (-1.824, 0.709, 0.799)
C (-0.537, 0.227, 1.233)
C (-0.625, -0.118, 2.778)
C (0.562, -0.106, 3.563)
O (1.014, -1.433, 3.686)
N (-0.136, -0.890, 0.293)
C (1.256, -1.103, -0.121)
O (1.338, -0.650, -1.476)
H (-2.542, 0.007, 0.465)
H (-2.413, 1.328, 1.575)
H (-1.877, 1.479, 0.006)
H (0.291, 0.962, 1.222)
H (-1.396, 0.629, 3.171)
H (-1.205, -1.045, 2.906)
H (1.460, 0.416, 3.146)
H (0.436, 0.162, 4.641)
H (0.974, -2.001, 2.962)
H (-0.747, -1.018, -0.467)
H (1.978, -0.363, 0.503)
H (1.599, -2.171, -0.108)
H (2.942, -0.739, -1.854)
H (3.617, -2.030, -2.004)
O (3.850, -1.137, -1.901)
H (-0.976, 2.661, -1.976)
H (-1.454, 3.976, -1.406)
O (-1.649, 3.100, -1.423)
H (0.388, -2.182, 1.504)
H (0.065, -3.428, 0.837)
O (0.385, -3.147, 1.693)
H (-3.865, 2.707, 0.185)
H (-3.669, 1.372, -0.401)
O (-4.313, 1.894, 0.041)
H (0.870, 0.462, -1.652)
H (1.305, 2.002, -1.575)
O (0.563, 1.620, -1.910)
H (-0.675, -1.617, -3.230)
H (0.144, -1.979, -2.080)
O (-0.583, -2.265, -2.640)
H (2.336, 0.621, -3.570)
H (1.238, 1.765, -3.389)
O (1.872, 1.324, -4.024)

Löwdin population analysis, charges in e, atoms 1 to 5: atom 1 (C): -0.110, atom 2 (C): -0.334, atom 3 (C): -0.173, atom 4 (C): -0.292, atom 5 (O): -0.075

***

DFT (wB97M-V/def2-TZVPD) results for a 9-piece molecular cluster, C5H26NO9 overall at a distorted geometry.

Summary:
Total charge   -1
LUMO   2.96 eV
Highest occupied orbital energy   -5.1 eV
HOMO-LUMO gap   8.11 eV
ΔE to the lowest compared entry with this formula, charge and spin   468.7 kJ/mol

CARTESIAN COORDINATES (ANGSTROEM)
C (1.124, -0.401, 3.350)
C (0.935, -1.201, 2.104)
C (2.075, -0.834, 1.072)
C (2.389, -1.891, 0.250)
N (1.570, 1.015, 3.028)
C (0.609, 1.910, 2.086)
O (0.336, 1.372, 0.861)
H (1.989, -0.721, 3.936)
H (0.196, -0.261, 3.947)
H (-0.158, -1.073, 1.673)
H (1.110, -2.323, 2.283)
H (2.412, 0.289, 1.138)
H (3.568, -2.073, -0.064)
H (1.824, -2.748, 0.095)
H (1.679, 1.533, 3.918)
H (-0.356, 2.101, 2.590)
H (1.298, 2.813, 1.886)
H (-2.763, 0.728, 0.503)
H (-1.046, 0.551, 0.798)
O (-1.947, 0.245, 0.353)
H (1.169, 1.752, -3.470)
H (0.782, 2.477, -2.169)
O (0.506, 2.318, -3.096)
H (-3.265, -0.838, 0.381)
H (-4.655, -0.444, 0.064)
O (-4.171, -1.208, 0.203)
H (-1.453, 3.106, -3.050)
H (-1.515, 2.849, -1.676)
O (-2.072, 3.199, -2.289)
H (2.779, 1.031, -2.159)
H (3.332, 0.323, -3.402)
O (2.983, 1.158, -3.086)
H (-2.952, -1.771, -1.039)
H (-1.384, -1.854, -1.503)
O (-2.195, -2.402, -1.394)
H (0.392, -0.269, -1.253)
H (1.073, 0.946, -0.653)
O (0.903, 0.414, -1.484)
H (-1.078, -3.392, 0.804)
H (-1.955, -3.654, -0.274)
O (-1.193, -4.057, 0.222)

Löwdin population analysis, charges in e, atoms 1 to 5: atom 1 (C): -0.264, atom 2 (C): -0.224, atom 3 (C): -0.169, atom 4 (C): -0.052, atom 5 (N): -0.116

***

DFT (wB97M-V/def2-TZVPD) results for a 10-piece molecular cluster, C5H27ClO10Si overall at a distorted geometry.

Summary:
LUMO   0.11 eV
Highest occupied orbital energy   -7.1 eV
HOMO-LUMO gap   7.25 eV
SMILES   C=CC[SiH2]CC(=O)Cl.O.O.O.O.O.O.O.O.O

CARTESIAN COORDINATES (ANGSTROEM)
C (-2.583, -0.811, -1.383)
C (-1.422, -0.257, -0.937)
C (-0.200, -1.087, -0.584)
Si (1.249, 0.068, -0.265)
C (0.794, 1.089, 1.300)
C (0.772, 2.575, 1.144)
O (1.273, 3.373, 1.869)
Cl (-0.129, 3.203, -0.269)
H (-2.996, -0.632, -2.371)
H (-3.173, -1.488, -0.770)
H (-1.371, 0.822, -0.787)
H (-0.406, -1.686, 0.316)
H (0.055, -1.742, -1.415)
H (1.337, 0.932, -1.459)
H (2.497, -0.691, -0.054)
H (1.516, 0.855, 2.082)
H (-0.192, 0.749, 1.630)
O (-2.326, 2.188, 2.209)
H (-2.857, 2.990, 2.245)
H (-1.431, 2.502, 2.056)
O (-5.388, -1.745, -1.832)
H (-5.752, -1.863, -2.715)
H (-5.973, -1.104, -1.415)
O (3.086, 1.827, 3.812)
H (2.557, 2.629, 3.891)
H (3.983, 2.146, 3.667)
O (-2.485, -1.169, -4.835)
H (-1.904, -1.006, -5.587)
H (-2.839, -2.050, -4.991)
O (4.332, -0.622, 2.713)
H (3.830, 0.192, 2.851)
H (5.232, -0.327, 2.549)
O (0.549, -1.081, -5.895)
H (0.558, -0.617, -5.051)
H (1.475, -1.236, -6.102)
O (0.341, -2.911, 2.016)
H (1.296, -3.030, 2.063)
H (0.070, -2.830, 2.937)
O (4.385, -0.387, -2.118)
H (5.230, -0.683, -2.473)
H (4.614, 0.278, -1.462)
O (-2.798, 0.745, 4.739)
H (-2.889, 0.797, 3.778)
H (-1.918, 1.095, 4.900)

Löwdin population analysis, charges in e, atoms 1 to 5: atom 1 (C): -0.008, atom 2 (C): -0.248, atom 3 (C): -0.326, atom 4 (Si): 0.674, atom 5 (C): -0.263

***

DFT (wB97M-V/def2-TZVPD) results for a 7-piece molecular cluster, C5H27N2O6 overall at a distorted geometry.

Summary:
LUMO (spin up / spin down)   0.34 / 0.15 eV
Highest occupied orbital energy (spin up / spin down)   -2.5 / -9.6 eV
2S+1   2
HOMO-LUMO gap (spin up / spin down)   2.80 / 9.75 eV
ΔE to the lowest compared entry with this formula, charge and spin   0.0 kJ/mol

CARTESIAN COORDINATES (ANGSTROEM)
N (0.412, -1.594, -1.390)
C (-0.055, -0.172, -1.760)
C (-0.281, 0.533, -0.410)
C (1.072, 0.589, 0.327)
C (-0.767, 1.954, -0.687)
C (1.136, 0.429, -2.610)
N (1.560, -0.545, -3.598)
H (0.263, -2.236, -2.180)
H (-0.123, -1.973, -0.585)
H (1.417, -1.711, -1.199)
H (-0.827, -0.296, -2.506)
H (-1.095, 0.079, 0.152)
H (1.273, 1.624, 0.591)
H (1.898, -0.010, -0.023)
H (0.933, 0.200, 1.343)
H (-0.604, 2.596, 0.191)
H (-1.851, 2.099, -0.753)
H (-0.311, 2.590, -1.455)
H (1.999, 0.704, -2.033)
H (0.629, 1.242, -3.132)
H (1.171, -0.521, -4.526)
H (2.538, -0.770, -3.630)
H (-0.846, -2.294, 3.491)
H (0.191, -1.616, 2.689)
O (-0.700, -1.451, 3.038)
H (3.248, 0.484, 2.665)
H (2.484, -0.340, 3.628)
O (2.964, -0.431, 2.792)
H (-3.325, -2.067, 0.954)
H (-3.446, -1.511, -0.411)
O (-2.756, -1.796, 0.216)
H (-2.025, 2.083, 2.856)
H (-3.039, 2.946, 2.052)
O (-2.325, 2.302, 1.966)
H (-3.698, 1.323, 1.126)
H (-4.081, 0.169, 0.359)
O (-4.312, 1.110, 0.397)
H (3.939, -0.536, 0.377)
H (3.643, -1.721, 1.296)
O (3.699, -1.466, 0.383)

Löwdin population analysis, charges in e, atoms 1 to 5: atom 1 (N): 0.155, atom 2 (C): -0.261, atom 3 (C): -0.354, atom 4 (C): -0.088, atom 5 (C): -0.096

***

DFT (wB97M-V/def2-TZVPD) results for a 10-piece molecular cluster, C5H27NO11 overall at a distorted geometry.

Summary:
LUMO   0.26 eV
Highest occupied orbital energy   -10.3 eV
HOMO-LUMO gap   10.56 eV
ΔE to the lowest compared entry with this formula, charge and spin   60.7 kJ/mol
SMILES   CCCC(=O)NC=O.O.O.O.O.O.O.O.O.O

CARTESIAN COORDINATES (ANGSTROEM)
O (-0.444, 0.856, 0.147)
C (0.103, 0.338, 1.104)
N (-0.267, -1.005, 1.382)
C (0.288, -1.789, 2.397)
O (0.197, -2.990, 2.216)
C (0.858, 1.124, 2.088)
C (0.037, 2.266, 2.774)
C (-0.056, 3.439, 1.808)
H (-1.165, -1.266, 0.956)
H (1.052, -1.367, 3.092)
H (1.782, 1.570, 1.729)
H (1.197, 0.568, 2.957)
H (-0.914, 1.908, 3.162)
H (0.576, 2.519, 3.681)
H (-1.106, 3.651, 1.546)
H (0.507, 3.377, 0.877)
H (0.414, 4.327, 2.257)
H (-3.030, -1.533, -0.566)
H (-3.430, -0.236, 0.313)
O (-2.730, -0.832, 0.044)
H (0.396, -1.709, -2.292)
H (0.711, -0.523, -3.144)
O (1.026, -0.971, -2.351)
H (1.631, 1.485, -2.355)
H (0.537, 1.811, -1.281)
O (0.920, 2.101, -2.133)
H (3.036, -1.965, -0.550)
H (2.476, -0.804, -1.421)
O (3.213, -1.046, -0.827)
H (-0.331, -3.719, -2.828)
H (-1.251, -2.359, -2.969)
O (-0.690, -3.030, -3.384)
H (-1.997, 0.539, -3.753)
H (-1.519, 0.369, -2.232)
O (-1.929, -0.050, -3.006)
H (-2.740, 1.793, -0.609)
H (-3.963, 1.850, -1.405)
O (-3.695, 1.728, -0.481)
H (3.651, -0.165, 0.537)
H (4.407, 0.067, 1.845)
O (3.550, 0.285, 1.420)
H (-0.833, -4.175, -0.046)
H (0.027, -2.949, -0.053)
O (-0.503, -3.488, -0.647)

Löwdin population analysis, charges in e, atoms 1 to 5: atom 1 (O): 0.048, atom 2 (C): -0.397, atom 3 (N): 0.134, atom 4 (C): -0.251, atom 5 (O): 0.021

***

What did the third record say?
DFT (wB97M-V/def2-TZVPD) results for a 10-piece molecular cluster, C5H27ClO10Si overall at a distorted geometry.

Summary:
LUMO   0.11 eV
Highest occupied orbital energy   -7.1 eV
HOMO-LUMO gap   7.25 eV
SMILES   C=CC[SiH2]CC(=O)Cl.O.O.O.O.O.O.O.O.O

CARTESIAN COORDINATES (ANGSTROEM)
C (-2.583, -0.811, -1.383)
C (-1.422, -0.257, -0.937)
C (-0.200, -1.087, -0.584)
Si (1.249, 0.068, -0.265)
C (0.794, 1.089, 1.300)
C (0.772, 2.575, 1.144)
O (1.273, 3.373, 1.869)
Cl (-0.129, 3.203, -0.269)
H (-2.996, -0.632, -2.371)
H (-3.173, -1.488, -0.770)
H (-1.371, 0.822, -0.787)
H (-0.406, -1.686, 0.316)
H (0.055, -1.742, -1.415)
H (1.337, 0.932, -1.459)
H (2.497, -0.691, -0.054)
H (1.516, 0.855, 2.082)
H (-0.192, 0.749, 1.630)
O (-2.326, 2.188, 2.209)
H (-2.857, 2.990, 2.245)
H (-1.431, 2.502, 2.056)
O (-5.388, -1.745, -1.832)
H (-5.752, -1.863, -2.715)
H (-5.973, -1.104, -1.415)
O (3.086, 1.827, 3.812)
H (2.557, 2.629, 3.891)
H (3.983, 2.146, 3.667)
O (-2.485, -1.169, -4.835)
H (-1.904, -1.006, -5.587)
H (-2.839, -2.050, -4.991)
O (4.332, -0.622, 2.713)
H (3.830, 0.192, 2.851)
H (5.232, -0.327, 2.549)
O (0.549, -1.081, -5.895)
H (0.558, -0.617, -5.051)
H (1.475, -1.236, -6.102)
O (0.341, -2.911, 2.016)
H (1.296, -3.030, 2.063)
H (0.070, -2.830, 2.937)
O (4.385, -0.387, -2.118)
H (5.230, -0.683, -2.473)
H (4.614, 0.278, -1.462)
O (-2.798, 0.745, 4.739)
H (-2.889, 0.797, 3.778)
H (-1.918, 1.095, 4.900)

Löwdin population analysis, charges in e, atoms 1 to 5: atom 1 (C): -0.008, atom 2 (C): -0.248, atom 3 (C): -0.326, atom 4 (Si): 0.674, atom 5 (C): -0.263